# 1
{
  "formula": "C22H4F4MoN6O6S4",
  "method": "the ωB97M-V functional and the def2-TZVPD basis",
  "fmax_ev_per_a": 0.62,
  "total_charge": 2,
  "e_homo_ha": [-0.5530, -0.5530],
  "e_above_lowest_kj_mol": 0.0,
  "lumo_energy_ev": [-10.23, -10.23],
  "gap_ev": [4.815, 4.817],
  "species": ["Mo", "O", "S", "O", "O", "C", "C", "C", "C", "C", "C", "S", "O", "O", "O", "H", "H", "H", "H", "S", "C", "S", "C", "C", "N", "C", "N", "F", "C", "C", "F", "C", "C", "C", "F", "C", "C", "C", "N", "C", "N", "F", "C", "C", "N", "C", "N"],
  "coordinates": [[0.62410, -0.03535, 0.28026], [1.02826, 1.10281, 4.04084], [1.38579, 0.41518, 2.86932], [1.59857, 1.21513, 1.58954], [0.28400, -0.49638, 2.30810], [2.96290, -0.34134, 3.03730], [3.47426, -0.36526, 4.31520], [4.81291, -0.72283, 4.52445], [5.62593, -1.01328, 3.45738], [5.11447, -1.00741, 2.15173], [3.79808, -0.67596, 1.93257], [3.18522, -1.02373, 0.31439], [4.13483, -1.74998, -0.42536], [1.86161, -1.68441, 0.64727], [2.59269, 0.18742, -0.42284], [2.85334, -0.07285, 5.15102], [5.20398, -0.74627, 5.53208], [6.66495, -1.26847, 3.61415], [5.74172, -1.29844, 1.32021], [0.31271, -0.58050, -1.94382], [-0.95785, -1.63670, -1.45913], [-1.08359, -1.58763, 0.25303], [-1.71356, -2.40906, -2.28700], [-1.51460, -2.34128, -3.69865], [-1.34484, -2.21764, -4.82864], [-2.72966, -3.24670, -1.73568], [-3.57230, -3.86652, -1.25958], [-3.04515, 2.67717, -1.07737], [-3.48380, 3.82710, -0.56386], [-4.55270, 4.42985, -1.12913], [-5.12371, 3.86455, -2.16275], [-5.07486, 5.68154, -0.61643], [-4.36638, 6.21709, 0.53006], [-3.29314, 5.59444, 1.07944], [-2.70193, 6.14360, 2.12180], [-2.79280, 4.36726, 0.55804], [-1.66987, 3.72849, 1.11675], [-1.15444, 2.53852, 0.63388], [-0.58548, 1.57370, 0.31464], [-0.90927, 4.20904, 2.23302], [-0.29809, 4.59524, 3.12539], [-4.77562, 7.34076, 1.05484], [-6.15613, 6.30820, -1.17288], [-6.69331, 7.53975, -0.68484], [-7.18522, 8.51145, -0.31760], [-6.86323, 5.79140, -2.30443], [-7.47402, 5.42203, -3.20499]],
  "nbo_charge": [1.13, -0.79, 2.36, -0.84, -0.82, -0.28, -0.15, -0.15, -0.14, -0.12, -0.38, 2.38, -0.80, -0.87, -0.83, 0.27, 0.26, 0.26, 0.27, 0.48, -0.35, 0.50, -0.09, 0.20, -0.10, 0.20, -0.10, -0.28, 0.27, 0.49, -0.24, -0.16, 0.44, 0.35, -0.26, 0.04, -0.33, 0.63, -0.49, 0.22, -0.17, -0.23, 0.01, 0.19, -0.07, 0.19, -0.08]
}

=====

# 2
{
  "formula": "CH5NO",
  "method": "the ωB97M-V functional and the def2-TZVPD basis",
  "fmax_ev_per_a": 0.90,
  "e_homo_ha": -0.3652,
  "smiles": "C=N.O",
  "e_above_lowest_kj_mol": 68.6,
  "lumo_energy_ev": 0.79,
  "gap_ev": 10.731,
  "species": ["C", "N", "H", "H", "H", "H", "H", "O"],
  "coordinates": [[1.52696, 0.88216, -0.09063], [1.56673, -0.07045, 0.74316], [1.96863, 1.82987, 0.21365], [1.08599, 0.88126, -1.07408], [1.12629, -0.92472, 0.41083], [-2.52246, -0.93487, -0.81747], [-2.49553, -1.17729, 0.62237], [-2.25661, -0.48595, -0.00782]],
  "nbo_charge": [-0.04, -0.59, 0.15, 0.15, 0.33, 0.46, 0.46, -0.93]
}

=====

# 3
{
  "formula": "C3H12N2O",
  "method": "the ωB97M-V functional and the def2-TZVPD basis",
  "fmax_ev_per_a": 4.60,
  "e_homo_ha": -0.3160,
  "smiles": "CNCCN.O",
  "e_above_lowest_kj_mol": 103.7,
  "lumo_energy_ev": 0.58,
  "gap_ev": 9.179,
  "species": ["N", "C", "C", "N", "C", "H", "H", "H", "H", "H", "H", "H", "H", "H", "H", "H", "H", "O"],
  "coordinates": [[-0.42372, -1.71827, -1.13331], [-1.24761, -1.41037, 0.02720], [-0.45487, -0.87533, 1.15915], [0.40305, 0.24552, 0.82089], [1.39521, 0.74471, 1.76142], [-0.88097, -2.18302, -1.90290], [0.06544, -0.87999, -1.42902], [-2.01742, -0.56583, -0.17872], [-1.78223, -2.27903, 0.43092], [-0.89739, -0.74058, 2.15229], [0.29082, -1.69923, 1.39496], [-0.17252, 0.91413, 0.32500], [0.97781, 1.12846, 2.71094], [1.99610, -0.19246, 1.89740], [1.92690, 1.55928, 1.24766], [-0.21142, 2.24436, -2.66592], [0.98711, 2.75608, -3.34219], [0.04571, 2.95158, -3.27575]],
  "nbo_charge": [-0.85, -0.22, -0.23, -0.65, -0.40, 0.37, 0.37, 0.14, 0.21, 0.18, 0.18, 0.34, 0.17, 0.20, 0.20, 0.46, 0.46, -0.93]
}

=====

Number 3 is which compound?
C3H12N2O

=====

What is the formula in the third record?
C3H12N2O